(1)
C31H45BrF9KMgN5O10 | ωB97M-V/def2-TZVPD

Last column: Löwdin charge in e.
Positions of all 103 atoms, in Å:
N (7.189, -3.650, -6.208)  0.191
C (6.553, -2.812, -5.704)  -0.201
C (5.596, -1.986, -4.934)  -0.180
C (5.113, -0.694, -5.706)  -0.733
Br (6.215, 0.796, -4.968)  0.967
C (5.402, -0.723, -7.211)  -0.324
N (5.358, -0.788, -8.352)  0.073
C (3.614, -0.368, -5.323)  -0.190
C (2.479, -0.902, -6.231)  -0.148
C (2.051, -2.405, -5.978)  -0.268
O (0.666, -2.416, -5.656)  -0.068
H (6.015, -1.692, -3.983)  0.110
H (4.714, -2.580, -4.712)  0.102
H (3.472, -0.676, -4.295)  0.126
H (3.542, 0.710, -5.356)  0.091
H (1.594, -0.317, -6.013)  0.119
H (2.668, -0.736, -7.300)  0.097
H (2.561, -2.885, -5.144)  0.113
H (2.228, -2.989, -6.908)  0.054
H (0.377, -3.308, -5.859)  0.090
C (-1.952, -2.451, -3.960)  -0.053
C (-2.037, -3.244, -2.675)  -0.181
O (-1.753, -2.418, -1.514)  0.007
C (-2.701, -1.568, -1.145)  -0.815
O (-3.792, -1.444, -1.662)  0.085
O (-2.262, -0.879, -0.096)  -0.045
C (-3.177, 0.172, 0.347)  -0.024
H (-0.985, -1.962, -4.042)  0.069
H (-2.094, -3.105, -4.819)  0.090
H (-2.712, -1.671, -3.998)  0.085
H (-1.279, -4.023, -2.668)  0.130
H (-3.006, -3.733, -2.561)  0.118
H (-4.164, -0.240, 0.564)  0.063
H (-3.259, 0.964, -0.403)  0.076
H (-2.766, 0.596, 1.255)  0.104
F (7.780, 2.065, -3.721)  -0.688
K (4.277, -2.779, -7.943)  0.959
C (10.606, 3.234, -1.789)  -0.109
C (11.471, 2.496, -0.774)  -0.262
C (10.754, 1.292, -0.153)  -0.183
C (9.547, 1.715, 0.562)  -0.233
N (8.610, 2.047, 1.137)  0.148
H (9.710, 3.648, -1.326)  0.072
H (11.159, 4.064, -2.229)  0.072
H (10.293, 2.569, -2.595)  0.067
H (11.776, 3.186, 0.016)  0.109
H (12.383, 2.150, -1.263)  0.107
H (11.409, 0.780, 0.553)  0.117
H (10.469, 0.579, -0.928)  0.122
O (10.445, -4.342, -7.528)  -0.031
H (9.511, -4.253, -7.261)  -0.051
C (7.426, -1.619, 3.440)  -0.124
C (8.431, -0.490, 3.449)  -0.121
O (9.619, -1.141, 3.918)  0.062
C (9.509, -2.463, 3.642)  -0.574
O (10.387, -3.250, 3.748)  0.169
O (8.252, -2.765, 3.220)  0.053
H (6.685, -1.519, 2.651)  0.129
H (6.913, -1.733, 4.398)  0.130
H (8.616, -0.087, 2.456)  0.091
H (8.148, 0.324, 4.111)  0.134
Mg (-3.778, -2.892, 0.420)  1.013
C (-5.689, -1.102, 4.163)  -0.049
C (-5.009, 0.284, 4.038)  -0.422
C (-3.711, 0.510, 4.824)  -0.312
F (-3.891, 0.411, 6.145)  0.116
F (-3.262, 1.761, 4.569)  0.100
F (-5.907, 1.244, 4.320)  0.134
F (-4.679, 0.449, 2.716)  0.066
O (-6.788, -1.228, 5.056)  0.027
C (-6.560, -1.495, 6.400)  -0.531
C (-7.066, -0.366, 7.301)  -0.289
F (-6.462, 0.799, 7.000)  0.105
F (-6.786, -0.663, 8.584)  0.117
F (-5.270, -1.792, 6.621)  0.153
F (-7.261, -2.603, 6.696)  0.161
H (-6.144, -1.298, 3.191)  0.136
H (-4.964, -1.904, 4.302)  0.138
H (-2.940, -0.202, 4.512)  0.173
H (-8.144, -0.243, 7.184)  0.155
C (-5.220, 3.270, -0.543)  -0.319
O (-4.222, 2.556, -0.512)  -0.029
N (-5.267, 4.527, -0.108)  -0.187
C (-6.481, 5.322, -0.170)  -0.042
C (-4.059, 5.122, 0.448)  -0.025
H (-6.180, 2.911, -0.944)  0.140
H (-6.309, 6.208, -0.781)  0.095
H (-6.770, 5.632, 0.834)  0.094
H (-7.291, 4.743, -0.608)  0.086
H (-3.267, 5.114, -0.299)  0.096
H (-3.725, 4.541, 1.308)  0.093
H (-4.260, 6.143, 0.756)  0.091
N (-11.007, 0.261, 2.696)  0.055
C (-9.718, 0.430, 2.977)  -0.157
C (-9.228, 0.678, 4.250)  -0.071
C (-10.137, 0.760, 5.293)  -0.076
C (-11.484, 0.590, 5.022)  -0.063
C (-11.864, 0.341, 3.711)  -0.149
H (-9.044, 0.362, 2.128)  0.099
H (-8.171, 0.804, 4.414)  0.073
H (-9.801, 0.956, 6.304)  0.097
H (-12.225, 0.647, 5.807)  0.105
H (-12.907, 0.198, 3.454)  0.106

Results
**Net charge**: +1
**Max |F|**: 0.0681 hartree/bohr
**Electronic energy**: -177053.6238 eV
**HOMO**: -0.345 Eh



(2)
C31H45BrN2P2Sn | ωB97M-V/def2-TZVPD

Last column: Löwdin charge in e.
Positions of all 82 atoms, in Å:
C (-0.698, 4.669, -3.349)  0.066
C (-0.897, 3.467, -4.055)  -0.181
C (-1.007, 3.543, -5.456)  0.055
C (-1.028, 4.802, -6.064)  0.020
N (-0.857, 5.925, -5.371)  0.332
C (-0.720, 5.880, -4.049)  0.016
C (-0.960, 2.213, -3.328)  -0.211
C (-1.005, 1.692, -2.126)  -0.167
C (-1.062, 1.752, -0.698)  -0.236
C (0.117, 1.938, 0.052)  -0.015
C (0.196, 1.444, 1.349)  -0.141
C (-0.886, 0.708, 1.864)  -0.678
C (-2.158, 0.880, 1.286)  -0.095
C (-2.250, 1.463, 0.024)  -0.016
Sn (-0.663, 0.032, -3.632)  1.328
P (1.876, -1.461, 0.443)  0.969
H (-1.049, 2.646, -6.074)  0.141
H (-0.495, 4.671, -2.281)  0.145
H (-1.175, 4.891, -7.144)  0.174
H (-0.610, 6.822, -3.507)  0.171
H (-3.220, 1.666, -0.438)  0.138
H (0.980, 2.409, -0.421)  0.138
H (-3.037, 0.495, 1.802)  0.131
H (1.115, 1.530, 1.923)  0.090
C (2.021, -3.008, 1.451)  -0.407
C (3.176, -3.952, 1.139)  -0.130
H (1.060, -3.529, 1.304)  0.065
H (2.046, -2.689, 2.506)  0.077
H (3.134, -4.797, 1.837)  0.094
H (3.112, -4.356, 0.123)  0.075
H (4.156, -3.476, 1.261)  0.066
C (2.878, -1.751, -1.082)  -0.412
C (3.085, -0.470, -1.893)  -0.138
H (2.325, -2.487, -1.687)  0.050
H (3.837, -2.206, -0.803)  0.084
H (3.506, -0.719, -2.878)  0.092
H (2.141, 0.071, -2.059)  0.026
H (3.786, 0.216, -1.400)  0.081
C (2.987, -0.334, 1.394)  -0.428
C (4.455, -0.730, 1.499)  -0.117
H (2.540, -0.256, 2.397)  0.058
H (2.891, 0.657, 0.925)  0.058
H (5.005, 0.102, 1.957)  0.091
H (4.602, -1.610, 2.134)  0.077
H (4.913, -0.921, 0.522)  0.074
Br (-0.612, -0.624, 3.124)  0.921
P (-1.974, -1.983, -2.553)  1.041
C (-0.146, -2.599, -2.212)  -0.454
C (-0.046, -4.120, -2.190)  -0.101
H (0.174, -2.181, -1.244)  -0.007
H (0.515, -2.189, -2.993)  0.012
H (1.009, -4.430, -2.173)  0.102
H (-0.548, -4.547, -1.311)  0.094
H (-0.496, -4.547, -3.093)  0.095
C (-2.371, -2.050, -0.737)  -0.401
C (-3.632, -2.857, -0.402)  -0.103
H (-2.464, -1.006, -0.411)  0.051
H (-1.525, -2.485, -0.186)  0.076
H (-3.734, -2.924, 0.690)  0.097
H (-4.547, -2.391, -0.788)  0.071
H (-3.567, -3.880, -0.797)  0.092
C (-3.459, -0.698, -2.816)  -0.343
C (-3.766, -0.352, -4.273)  -0.148
H (-3.212, 0.181, -2.204)  0.040
H (-4.319, -1.206, -2.353)  0.090
H (-4.048, 0.706, -4.359)  0.096
H (-2.940, -0.550, -4.973)  0.036
H (-4.628, -0.946, -4.609)  0.109
N (0.238, 2.862, 4.211)  0.234
C (0.191, 2.014, 5.267)  -0.295
C (1.384, 1.590, 5.901)  0.028
C (1.321, 0.679, 6.951)  -0.002
C (0.088, 0.184, 7.394)  0.029
C (-1.098, 0.622, 6.785)  -0.016
C (-1.056, 1.532, 5.737)  -0.021
H (1.110, 3.278, 3.910)  0.142
H (-0.602, 3.148, 3.723)  0.135
H (2.338, 1.986, 5.544)  0.137
H (2.247, 0.358, 7.431)  0.138
H (0.051, -0.534, 8.215)  0.145
H (-2.061, 0.248, 7.133)  0.137
H (-1.978, 1.880, 5.264)  0.134

Results
**Net charge**: +4
**Max |F|**: 0.0817 hartree/bohr
**Electronic energy**: -130260.2817 eV
**HOMO (alpha / beta)**: -0.639 / -0.647 Eh



- The lowest max |F| belongs to which entry?
  C31H45BrF9KMgN5O10



- Number 2 is which compound?
  C31H45BrN2P2Sn



- Among the records above, which one has the lowest electronic energy?
  C31H45BrF9KMgN5O10



- Which value of max |F| does entry 2 give?
  0.0817 hartree/bohr